[1]
Here is a molecular structure, C7H27BClN7O4V at a distorted geometry from OMol25. Energies are from wB97M-V/def2-TZVPD.

Structure (XYZ):
```
48
Properties=species:S:1:pos:R:3:forces:R:3
N -20.0517 0.6514 -16.2246 1.159 -2.395 -2.607
H -14.2942 -1.7971 -16.9525 -0.539 0.327 -0.617
C -17.4299 -0.8076 -20.2160 0.766 1.059 0.484
C -13.4896 -1.5246 -17.6354 0.482 -1.207 0.457
H -14.0086 0.0108 -21.2912 0.090 -0.045 -0.470
O -14.3760 -3.2067 -13.1538 1.799 -2.648 2.344
C -12.8141 -0.6357 -19.7272 0.370 -0.614 0.136
N -16.0251 -2.9423 -14.5847 -5.584 -2.845 -4.393
H -13.0221 -2.4598 -17.9434 0.220 -0.121 0.107
H -20.8305 0.5941 -16.8651 0.247 0.112 0.609
O -16.5498 -0.0288 -19.9411 3.179 2.810 0.792
V -15.1858 0.8945 -18.4269 0.377 -0.799 0.744
N -18.0517 -1.4926 -19.3284 -2.123 -2.359 2.421
H -15.4054 -0.6635 -14.5963 0.005 -0.128 0.095
H -19.1621 0.2072 -16.4022 -0.310 -0.189 -0.923
N -18.9055 1.5633 -14.5884 7.382 0.573 3.552
H -11.2899 1.4924 -21.2539 -0.007 -0.072 0.116
H -12.6467 -1.6382 -20.1210 0.432 0.209 -0.785
H -13.2429 2.4704 -16.0746 2.677 1.402 2.227
H -17.4711 -0.4408 -22.2188 0.040 -0.091 0.481
H -18.8233 -2.0697 -19.6313 0.152 0.036 0.651
H -13.8893 2.5306 -17.7966 0.407 2.211 -3.589
O -21.0054 1.9480 -14.7370 -2.339 1.635 0.585
H -11.8964 -0.3468 -19.2148 -0.066 0.127 0.564
B -13.9332 2.0911 -16.8121 -0.173 0.605 0.075
C -12.0143 0.8086 -21.6964 -0.652 0.134 -0.801
H -12.8051 -0.9629 -16.9998 0.171 0.419 -0.519
N -17.8188 -0.9727 -21.4338 -1.663 -0.964 -4.308
Cl -16.7013 -0.1230 -16.5783 0.095 -0.117 -0.667
H -14.1711 -0.8132 -13.4168 -0.112 -0.350 -0.188
O -13.9115 -0.8777 -18.8384 -0.525 1.423 0.812
H -12.9129 2.1648 -19.9435 0.033 0.609 1.329
H -16.4086 -3.8766 -14.5977 0.574 0.175 0.270
N -14.8763 -1.2650 -13.9812 1.267 4.913 -0.093
H -13.7842 1.0272 -16.9134 0.718 -4.493 -0.555
H -18.5998 -1.5935 -21.5909 0.246 0.256 -0.408
N -13.7308 1.5800 -20.0391 0.383 0.227 -1.326
H -14.9223 2.1878 -16.3920 -3.993 0.560 1.462
H -11.4878 0.0228 -22.2379 0.054 -0.574 0.791
H -18.7789 2.2066 -13.8201 -0.657 -0.208 -0.195
C -20.0061 1.4255 -15.1686 -5.398 0.450 -0.559
H -14.1692 2.0598 -20.8122 -0.799 0.526 0.017
C -15.0655 -2.5495 -13.8642 2.381 1.010 1.760
C -13.1615 0.4356 -20.7526 -0.383 -2.303 0.107
H -16.3660 -2.3270 -15.3095 -0.240 -0.057 0.164
H -17.8539 -1.3197 -18.3532 0.027 -0.045 0.222
H -18.0938 0.9811 -14.7374 -0.120 0.132 -0.479
H -12.4754 1.2822 -22.5632 -0.048 0.688 0.111
```
Positions in Å, forces in eV/Å.

Properties
* LUMO energy (alpha / beta): -0.40 / -0.43 eV
* multiplicity: 4
* F_max: 8.21 eV/Å
* net charge: 0
* expectation value of S²: 3.75
* molar mass: 370.5 Da

***

[2]
Here is 2 unconnected molecules or ions with the total composition CH3FOS at a distorted geometry from OMol25. Energies are from wB97M-V/def2-TZVPD.

Structure (XYZ):
```
7
Properties=species:S:1:pos:R:3:forces:R:3
O -0.9352 1.0997 1.5779 0.041 -0.184 0.412
F 2.5351 -0.9171 -1.0009 -1.438 0.045 -0.271
H -1.7939 1.9753 -0.0167 -0.073 -0.134 0.084
H 1.3781 -2.2381 0.1381 -0.865 0.075 -0.170
S 0.9152 -1.3634 -0.7932 2.558 -0.372 0.366
H -0.8698 0.3152 -0.3291 -0.717 1.149 1.137
C -1.2294 1.1283 0.4240 0.496 -0.579 -1.558
```
Positions in Å, forces in eV/Å.

Properties
* LUMO energy: -0.59 eV
* SMILES: C=O.FS
* F_max: 2.61 eV/Å
* net charge: 0
* molar mass: 82.1 Da

***

[3]
Here is 2 unconnected molecules or ions with the total composition C9H16NO4Si at a distorted geometry from OMol25. Energies are from wB97M-V/def2-TZVPD.

Structure (XYZ):
```
31
Properties=species:S:1:pos:R:3:forces:R:3
C 1.7624 1.4719 -1.3238 -0.729 2.291 0.471
N -1.0211 -0.4145 0.5924 -2.108 -0.997 1.046
H 2.6924 1.8227 -1.8094 -0.654 -0.018 -0.346
H 1.1790 0.7685 -1.9708 0.691 0.540 0.524
H -3.7356 -1.6322 -1.2094 0.972 0.006 1.428
H 1.5724 2.3472 1.3303 2.754 -1.238 -0.067
H 3.5476 -0.2802 -1.4788 -0.048 -0.230 -1.041
H 3.3534 -1.0888 0.0676 0.294 0.325 -0.122
C -3.6286 1.5976 -0.0459 -0.078 -1.434 -0.470
C -0.0862 0.5068 0.6187 2.500 -1.391 -0.342
O -3.5600 1.5532 -1.2649 1.067 -0.735 -1.621
O -4.2561 2.3210 0.6633 -0.798 1.421 2.390
C 2.2848 0.7849 -0.0554 -0.972 -0.390 1.231
H 1.0767 2.4352 -1.1015 1.588 -2.392 -0.451
C -0.8493 -1.8580 0.5112 -0.009 -0.961 -0.334
H -1.2301 -2.4518 1.3887 0.056 1.065 -0.436
H -1.1336 -1.8279 -1.6174 -0.907 0.431 0.444
H -1.7762 -3.2780 -0.9474 0.433 -0.638 0.248
Si -2.7776 -0.1456 0.6413 -0.979 -0.126 2.094
H -3.2692 -1.1053 2.5257 0.610 1.373 -1.979
H -3.4878 -2.4875 0.3699 0.378 0.471 -0.447
H 4.4852 0.3206 -0.1199 -0.885 -0.235 -0.082
H 3.4954 2.3628 0.9355 -1.184 -0.318 0.119
C -3.0164 -1.7391 -0.3059 -3.251 0.146 -2.212
C 2.5860 1.7275 1.1723 -1.620 2.636 -3.421
H 2.8569 1.1664 1.9878 0.303 -1.496 2.056
C 3.5042 -0.1177 -0.4317 -0.420 0.188 1.760
O -0.2514 1.6864 0.7357 -0.105 0.829 0.074
H 0.1745 -2.0799 0.4333 1.331 -0.340 -0.242
O 1.1838 -0.1422 0.4381 0.382 1.913 -0.408
C -1.6755 -2.2239 -0.7297 1.386 -0.695 0.134
```
Positions in Å, forces in eV/Å.

Properties
* LUMO energy: 2.86 eV
* F_max: 4.61 eV/Å
* net charge: -1
* molar mass: 230.3 Da

***

[4]
Here is a single C13H21NO4 molecule from OMol25. Energies are from wB97M-V/def2-TZVPD.

Structure (XYZ):
```
39
Properties=species:S:1:pos:R:3:forces:R:3
C -0.7917 -2.4395 0.3542 0.103 -0.080 -0.015
H 2.7574 1.0152 2.0732 0.106 0.029 -0.109
C -2.3671 1.0477 1.0481 0.082 0.084 -0.015
H 2.4870 -1.4289 -1.0661 0.043 0.069 -0.059
C 3.8808 -0.4203 0.8915 -0.092 0.258 0.255
C -2.6778 -0.3273 -0.8764 0.092 0.102 -0.008
O 0.2447 -2.4203 -0.2626 0.187 0.071 -0.054
H -3.4636 -0.9773 -0.4885 -0.017 -0.076 0.039
H -0.7361 -1.0128 1.9145 -0.055 -0.155 -0.025
H 0.0053 -0.2916 -1.0776 -0.014 0.156 -0.066
C -1.4137 -1.3004 1.1067 -0.026 0.136 0.064
C -1.6614 -0.0508 0.2423 0.094 -0.241 0.126
H 1.5939 0.7555 -1.9150 0.009 0.031 0.011
C 3.1771 -0.6103 -1.3184 -0.200 0.200 -0.241
H 3.5784 -0.7612 -2.3218 -0.078 -0.002 0.014
C -3.0537 1.9328 0.0023 -0.042 0.049 0.038
C 3.1304 0.9063 1.0548 0.182 -0.232 0.294
H 4.7923 -0.4291 1.4909 -0.085 -0.011 0.034
H -3.9984 2.3209 0.3806 0.020 0.095 0.000
H 3.1192 1.5414 -1.4664 -0.094 -0.063 -0.055
C 0.7545 0.7038 0.6513 0.001 0.202 -0.365
O 0.5561 0.7540 1.8539 -0.184 -0.075 0.321
H -1.1077 -4.2864 -0.0303 0.175 0.297 -0.008
H 3.7896 1.7438 0.8067 -0.012 -0.042 0.034
C 2.4283 0.7267 -1.2196 0.140 -0.404 -0.259
H -0.5314 1.3873 -0.9046 0.028 0.072 -0.117
H 3.2233 -1.2436 1.2089 0.053 0.054 0.012
H -2.2262 -0.8230 -1.7357 0.006 -0.117 -0.038
H -2.7491 1.4620 -2.1029 -0.046 0.016 -0.046
H -1.6687 1.5978 1.6732 -0.036 -0.044 0.100
H -4.3182 0.9590 -1.4977 0.007 0.021 -0.093
C -3.2637 1.0423 -1.2380 -0.058 0.004 -0.122
H -3.1151 0.5892 1.6960 -0.038 -0.066 0.065
C -0.3457 0.4560 -0.3670 -0.211 -0.138 0.167
O -1.5315 -3.5530 0.4437 -0.489 -0.470 0.123
O 4.2854 -0.6190 -0.4456 0.162 -0.008 -0.068
H -2.4275 2.7905 -0.2445 -0.028 0.054 0.012
N 1.9964 0.9131 0.1479 0.312 0.136 0.064
H -2.3518 -1.6504 1.5377 0.003 0.090 -0.008
```
Positions in Å, forces in eV/Å.

Properties
* LUMO energy: 0.69 eV
* SMILES: O=C(O)CC1(CC(=O)N2CCOCC2)CCCC1
* F_max: 0.69 eV/Å
* net charge: 0
* molar mass: 255.3 Da

***

[5]
Here is a molecular structure, C40H36BF6N9O7STl at a distorted geometry from OMol25. Energies are from wB97M-V/def2-TZVPD.

Structure (XYZ):
```
101
Properties=species:S:1:pos:R:3:forces:R:3
H 2.8566 4.0914 -1.6284 -0.003 0.019 -0.010
B 3.8846 -1.2474 -0.4318 -0.152 -0.006 0.007
C -0.5224 -1.2901 2.4640 -0.345 0.049 0.233
N 2.7480 -2.1517 -0.9743 0.078 -0.176 0.011
C -2.9462 -1.3556 2.8548 -0.024 0.123 -0.103
C 1.2979 6.1986 1.4079 0.039 0.079 0.006
C -5.2450 -1.3866 3.6433 -0.092 -0.005 0.143
C 0.7295 -2.6326 -1.6204 -0.269 -0.063 -0.044
H 4.9232 -1.8126 -0.5905 0.037 -0.053 -0.027
C 1.6959 3.8361 1.2910 0.020 -0.050 0.049
C 1.5527 -3.6919 -2.0060 0.250 0.022 0.064
H -3.1043 2.7248 -2.6788 -0.092 0.035 0.006
H -6.3656 0.0379 4.8228 -0.037 0.007 0.031
H 2.2225 0.6038 4.7577 -0.006 0.009 0.027
C -2.1841 2.1720 -2.7095 0.146 -0.125 -0.187
N 2.8353 -0.0052 1.5322 0.072 -0.157 -0.010
F 2.5925 2.8521 1.2144 -0.082 0.078 -0.021
C 4.7589 0.4493 -2.2034 0.001 -0.008 -0.008
C -3.7155 -1.1193 0.2359 0.217 0.083 0.016
H -7.5872 -0.7619 2.1817 -0.029 0.009 -0.005
C 2.3518 3.2173 -2.0459 0.047 0.004 0.018
H 6.1568 -2.3471 1.3160 0.033 0.004 -0.021
C -6.0356 -1.4743 0.8958 0.002 0.000 -0.022
C 5.3232 -2.6353 1.9555 0.006 0.010 0.012
C 3.8903 -0.9230 3.2655 -0.006 -0.062 -0.081
C -7.0736 -1.7020 1.9636 0.005 -0.007 0.022
O -1.3527 1.0966 -6.1165 -0.590 0.322 -0.040
H 4.8082 -3.5512 -2.3692 0.048 0.015 -0.037
H 6.5537 -0.6797 -1.8524 0.023 -0.007 0.019
O -3.1007 2.2643 -5.3883 -0.117 0.081 -0.035
C 0.3342 3.5406 1.3344 -0.020 0.088 -0.142
F 3.4968 5.3656 1.2690 -0.162 -0.032 -0.001
H 1.2632 -4.5749 -2.5458 -0.013 -0.072 -0.040
N -1.4483 1.9221 -1.6237 0.030 -0.033 -0.067
H -6.0508 0.5731 3.1638 -0.018 0.019 -0.026
C -0.3776 1.0112 -3.2310 0.262 -0.101 -0.056
H 5.7137 -2.9056 2.9353 0.007 -0.014 -0.002
C 3.2169 2.0088 -1.9427 -0.033 -0.071 0.122
C 5.8907 -0.4000 -2.6701 0.008 0.020 0.014
C 2.1567 0.9385 3.7243 -0.030 -0.005 -0.023
C 4.3682 1.6909 -2.6644 -0.014 -0.038 0.072
C -0.0624 5.9444 1.4606 -0.007 0.078 -0.004
H -0.4930 0.6848 -5.7185 0.358 -0.128 0.027
C -5.4253 -1.2399 -1.4135 -0.011 0.005 -0.127
F -5.8254 -1.2168 -2.7037 0.039 -0.004 0.132
H -7.8329 -2.3923 1.5924 0.006 0.014 0.001
C -2.0566 1.6830 -5.1765 0.138 -0.154 -0.191
N 2.9568 1.0305 -1.0859 -0.045 0.100 -0.107
H -1.6333 2.1116 -0.6408 0.099 0.015 -0.098
H -1.3227 -3.1180 -1.2784 -0.059 -0.025 0.039
N 1.4652 -1.7347 -0.9933 0.191 0.107 0.357
F -0.9261 6.9661 1.5474 0.086 -0.107 -0.015
H 2.1164 3.4253 -3.0894 -0.025 0.013 -0.020
C -2.2781 -0.9510 0.5688 -0.054 -0.019 0.278
C -5.6314 0.0414 4.0172 0.043 -0.038 -0.006
N -4.2641 -1.3794 2.5600 0.056 -0.092 -0.066
H -3.3552 -0.9252 -1.8700 0.025 0.026 -0.071
H -4.7491 -1.8503 4.4998 -0.023 0.001 -0.069
H 5.5165 -1.3144 -3.1298 -0.004 -0.042 -0.022
H 1.1094 0.9478 3.4368 -0.044 -0.022 0.008
C 4.3345 -1.5303 2.1098 0.002 0.012 0.000
F 1.7550 7.4595 1.4440 -0.089 -0.240 -0.004
C -0.7211 -2.4383 -1.8836 0.278 -0.226 -0.760
C 0.7532 0.2384 -3.8784 0.384 -0.134 0.331
H 4.5749 -4.3054 -0.7987 0.036 -0.023 0.046
H 4.8372 2.2728 -3.4361 0.044 0.041 -0.076
H -4.7527 0.5916 4.3509 0.022 0.019 0.013
H 4.8579 -3.5189 1.5180 -0.005 -0.038 -0.018
C -6.4345 -2.2463 3.2334 -0.003 0.006 0.002
H -2.6750 -1.4699 3.8975 0.006 -0.014 0.021
C -1.9460 -1.1879 1.9538 -0.223 -0.025 -0.085
O -1.4738 -0.6420 -0.3211 -1.119 1.293 1.605
C 2.1782 5.1341 1.3201 0.023 0.077 0.008
N -0.3500 1.2169 -1.9272 0.075 0.088 0.376
S -0.3561 1.9244 1.3337 0.130 -0.085 -0.001
C -0.5213 4.6402 1.4167 -0.054 0.006 -0.016
H 6.4647 0.1458 -3.4166 0.014 -0.001 -0.006
C -6.3919 -1.4374 -0.4354 0.058 0.017 0.013
H 2.5449 1.9567 3.6598 0.004 0.025 0.011
H -6.0839 -3.2664 3.0606 -0.004 -0.013 0.014
H 3.8845 -5.0521 -2.2450 0.016 -0.007 -0.002
H 4.1875 -1.1502 4.2736 0.029 -0.009 0.069
C 4.0974 -4.1030 -1.7560 -0.024 0.007 -0.010
H -7.4243 -1.5699 -0.7313 -0.029 -0.007 -0.018
C -4.1028 -1.0800 -1.1059 -0.073 0.019 -0.028
C -4.6773 -1.3154 1.2356 0.070 -0.003 0.030
H -1.0296 -1.4186 -1.6491 0.325 -0.901 -0.781
F -1.8505 4.4507 1.4515 0.148 0.044 -0.002
O 1.6114 -0.2180 -3.1114 -0.401 0.277 -0.748
N 3.6888 -0.9611 1.0740 0.161 0.120 -0.032
O 0.3441 -1.2591 1.5563 0.827 -0.070 -0.192
H 1.4151 3.0690 -1.5132 -0.044 0.014 0.033
H -7.1588 -2.2757 4.0487 0.004 -0.006 0.007
N 3.8965 0.0683 -1.2448 0.183 0.143 0.095
O 0.6923 0.1598 -5.1343 0.239 -0.226 -0.084
C 2.8239 -3.3464 -1.5862 -0.072 -0.082 -0.084
C 2.9400 0.0180 2.8548 0.056 -0.024 -0.085
H -0.9277 -2.6335 -2.9347 0.036 -0.213 -0.137
C -1.5239 1.6041 -3.7878 -0.455 0.269 0.119
Tl 1.0366 0.2540 -0.0884 -0.390 0.167 0.360
O -0.3387 -1.4382 3.6735 -0.146 -0.012 0.107
```
Positions in Å, forces in eV/Å.

Properties
* LUMO energy: 1.94 eV
* F_max: 2.35 eV/Å
* net charge: -1
* molar mass: 1116.0 Da

***

[6]
Here is a single C5H12N2O2 molecule at a distorted geometry from OMol25. Energies are from wB97M-V/def2-TZVPD.

Structure (XYZ):
```
21
Properties=species:S:1:pos:R:3:forces:R:3
H 0.5661 -2.7447 -1.1080 0.048 0.067 0.133
H 1.6412 -2.1337 -0.0643 -0.290 -0.090 0.103
O -1.7459 0.1407 -1.7752 0.460 -0.543 2.329
H 1.1123 0.2539 -2.4607 0.023 -0.195 0.082
C -0.1294 1.7448 2.1677 0.024 0.005 0.060
N 0.6556 -2.0946 -0.3284 0.102 -0.141 0.592
C -0.5524 1.2793 0.7844 1.931 -0.035 -0.856
H -0.8546 2.4622 2.5652 0.117 -0.067 -0.031
H 0.2372 -1.0368 -2.8219 0.279 -0.005 0.125
C 0.7244 0.3404 0.1211 -0.772 1.880 1.889
C 0.4068 -0.7587 -0.8456 -3.053 0.226 -0.222
H -1.5764 0.9156 0.8841 0.354 -0.753 -0.359
H -0.1022 0.8887 2.8499 0.094 0.141 0.010
H -0.6175 2.1276 0.0967 -0.090 -0.029 0.130
C -1.2206 -0.5056 -0.8806 0.949 -2.992 -2.806
H -1.1118 -2.0295 0.2359 -0.120 0.525 -0.010
H 1.2295 -0.0410 1.0127 0.144 -0.093 -0.198
N 0.9548 -0.7112 -2.1697 0.113 1.266 -0.791
O -1.8291 -1.4260 -0.0854 -0.326 1.056 -0.314
H 0.8530 2.2253 2.1600 -0.059 -0.068 0.042
H 1.3591 1.1034 -0.3377 0.072 -0.153 0.091
```
Positions in Å, forces in eV/Å.

Properties
* LUMO energy: 0.85 eV
* SMILES: CCCC(N)(N)C(=O)O
* F_max: 4.21 eV/Å
* net charge: 0
* molar mass: 132.2 Da